# 1
Density functional theory data (the ωB97M-V functional and the def2-TZVPD basis) for an isolated molecule of C4BrFO2 in a non-equilibrium geometry.

CARTESIAN COORDINATES (ANGSTROEM)
Br1 -2.521 -0.073 0.034
F1 0.744 -0.878 -1.682
O1 0.048 2.831 -0.161
O2 1.316 -1.982 1.598
C1 -0.293 1.732 -0.133
C2 -0.720 0.496 0.079
C3 0.465 -0.714 -0.369
C4 0.961 -1.413 0.634

F_max = 4.94 eV Å⁻¹
net charge = 0
frontier orbital gap = 8.65 eV
molar mass = 178.9 Da
electronic energy = -80998.9106 eV



# 2
Density functional theory data (the ωB97M-V functional and the def2-TZVPD basis) for a cluster of 15 separate species, C35H96O23 in total in a non-equilibrium geometry.

CARTESIAN COORDINATES (ANGSTROEM)
O1 -0.541 2.658 -3.135
O2 -1.777 -2.667 -3.753
O3 -1.805 3.061 3.330
O4 5.021 -1.566 -2.973
O5 -0.478 5.048 -1.947
O6 -3.293 -0.512 -4.484
O7 7.600 3.795 2.872
O8 -0.568 -1.966 3.890
O9 3.771 -1.134 -0.540
O10 3.780 5.700 4.665
O11 -0.868 -5.078 3.584
O12 1.123 0.765 -4.026
O13 -1.451 0.277 0.067
O14 -3.978 2.474 -0.571
O15 0.888 -4.278 -3.527
O16 -0.280 -4.939 0.737
O17 -0.700 2.195 4.996
O18 5.974 2.480 1.088
O19 -6.712 -0.885 0.933
O20 -4.663 -3.820 0.235
O21 -0.886 4.478 4.814
O22 0.724 1.653 1.458
O23 -3.374 4.318 1.502
C1 0.961 5.256 -1.847
C2 -1.790 2.323 -3.694
C3 -1.063 3.354 4.379
C4 -6.184 -1.924 0.165
C5 -0.137 0.496 -0.419
C6 -4.281 -0.062 -3.575
C7 0.588 -4.165 -0.147
C8 3.684 -0.418 0.643
C9 1.175 2.894 2.018
C10 -0.259 -6.097 2.850
C11 0.313 1.855 0.144
C12 2.930 5.542 3.541
C13 8.551 2.755 3.021
C14 -5.290 -2.768 1.070
C15 0.574 -5.535 1.740
C16 3.670 -1.164 -2.862
C17 5.676 2.367 2.458
C18 0.574 -2.996 -4.065
C19 -3.695 -4.595 0.934
C20 -2.202 -3.892 -3.149
C21 -0.233 -1.725 2.498
C22 3.566 -0.302 -1.644
C23 -2.097 -5.529 4.171
C24 1.369 1.022 -5.362
C25 -2.036 1.593 3.202
C26 -2.994 5.560 0.912
C27 5.115 -2.644 -3.901
C28 -1.036 1.042 4.200
C29 6.256 3.514 3.271
C30 -5.093 1.620 -0.288
C31 -2.161 -0.732 -0.613
C32 1.878 -4.906 -4.346
C33 5.515 3.665 0.429
C34 -0.479 -2.321 -3.338
C35 -7.873 -1.160 1.593
H1 1.436 -4.766 -0.475
H2 -7.837 -1.640 2.553
H3 1.351 6.187 -1.440
H4 -3.143 6.409 1.601
H5 -5.058 1.140 0.682
H6 -0.883 -2.890 3.846
H7 -1.443 -4.682 -3.065
H8 4.564 3.935 0.856
H9 1.478 -2.404 -4.106
H10 -2.554 -3.713 -2.136
H11 8.451 2.272 4.023
H12 -5.014 0.798 -1.040
H13 -1.406 0.251 4.848
H14 0.389 -6.678 3.541
H15 -1.862 -1.745 -0.237
H16 -7.037 -2.534 -0.248
H17 -4.722 0.811 -4.046
H18 -2.107 3.001 -4.456
H19 2.614 0.244 -1.526
H20 2.716 0.111 0.768
H21 4.472 0.344 0.642
H22 3.756 -1.019 1.550
H23 1.082 -3.318 0.379
H24 0.033 -3.791 -1.002
H25 1.162 2.309 -0.427
H26 -0.161 0.665 3.655
H27 -0.574 3.547 -2.787
H28 2.813 -4.361 -4.384
H29 1.502 -5.050 -5.356
H30 -4.529 -2.116 1.504
H31 1.474 0.064 -5.853
H32 0.253 -3.115 -5.098
H33 -5.632 -1.453 -0.649
H34 4.401 0.440 -1.686
H35 5.349 3.434 -0.629
H36 0.563 1.481 -3.683
H37 -1.774 1.319 -4.135
H38 -0.860 5.819 -2.327
H39 -3.796 3.053 0.204
H40 -1.056 -6.698 2.419
H41 -3.736 0.156 -2.671
H42 3.362 5.998 2.621
H43 2.869 4.435 3.337
H44 -3.193 -0.597 -0.359
H45 -0.388 -2.465 -2.253
H46 6.262 4.427 0.584
H47 -8.339 -0.162 1.773
H48 3.075 -2.095 -2.786
H49 5.706 4.451 3.175
H50 -0.278 -1.244 -3.566
H51 -3.021 1.318 3.536
H52 4.626 -3.494 -3.453
H53 8.404 1.984 2.248
H54 -3.070 -4.267 -3.705
H55 0.511 1.467 -5.798
H56 4.573 2.344 2.520
H57 -0.228 -2.661 2.028
H58 1.880 5.907 3.663
H59 -4.153 -5.023 1.850
H60 6.167 -2.896 -4.070
H61 3.392 -0.564 -3.756
H62 1.388 5.041 -2.802
H63 1.275 -6.246 1.301
H64 -2.062 -0.682 -1.701
H65 0.587 -0.327 -0.155
H66 1.316 4.489 -1.156
H67 -5.891 -3.220 1.831
H68 -1.944 5.623 0.591
H69 -2.891 -1.307 -4.099
H70 6.196 3.309 4.348
H71 1.187 -4.686 2.160
H72 -6.000 2.182 -0.482
H73 -2.453 -4.786 4.920
H74 -3.431 -5.458 0.322
H75 -3.663 5.649 0.062
H76 -0.165 0.515 -1.530
H77 2.046 3.225 1.406
H78 3.449 6.391 5.242
H79 1.551 2.728 3.047
H80 -1.926 -6.475 4.724
H81 -2.916 -5.652 3.432
H82 -2.784 -4.061 1.155
H83 4.539 -2.456 -4.788
H84 -5.059 -0.819 -3.274
H85 2.257 1.624 -5.574
H86 0.402 3.695 1.975
H87 -1.030 -1.131 2.068
H88 -1.852 1.523 2.131
H89 2.143 -5.886 -3.931
H90 6.050 1.387 2.820
H91 -8.577 -1.686 0.912
H92 -2.557 2.296 -2.894
H93 0.744 -1.210 2.410
H94 -2.731 3.968 2.096
H95 9.538 3.272 2.976
H96 -0.566 2.509 0.050

F_max = 3.04 eV Å⁻¹
net charge = 0
frontier orbital gap = 9.66 eV
molar mass = 885.1 Da
electronic energy = -84933.1315 eV



# 3
Density functional theory data (the ωB97M-V functional and the def2-TZVPD basis) for a structure of composition C48H58O3SbSeV.

CARTESIAN COORDINATES (ANGSTROEM)
Sb1 2.691 -1.711 -1.945
Se1 -2.086 -0.069 0.719
V1 0.456 0.507 0.679
O1 0.142 0.009 -2.140
O2 0.544 -1.303 1.271
O3 -0.156 1.970 1.674
C1 -5.113 2.680 5.588
C2 -0.423 4.324 5.105
C3 6.706 -3.414 -2.700
C4 -2.713 -1.959 2.790
C5 3.082 1.395 -1.619
C6 5.450 -2.157 -0.575
C7 -3.544 -3.477 4.632
C8 -0.568 2.245 -1.730
C9 -5.809 4.173 3.700
C10 1.198 -5.026 2.765
C11 4.073 0.255 -5.666
C12 2.923 0.235 0.470
C13 -4.630 -4.128 3.766
C14 2.851 -0.867 -3.911
C15 -1.577 3.266 3.141
C16 1.304 -3.559 3.211
C17 -1.028 5.704 3.102
C18 2.980 0.190 -0.931
C19 4.765 -2.300 -1.779
C20 -2.853 3.384 3.681
C21 -3.931 2.549 3.394
C22 1.697 -3.503 4.696
C23 -3.693 1.529 2.483
C24 -5.281 2.779 4.065
C25 -0.069 -2.892 3.006
C26 -0.541 4.325 3.573
C27 0.019 0.907 -1.322
C28 7.381 -3.253 -1.499
C29 -2.430 1.376 1.942
C30 -1.701 -1.454 2.007
C31 6.750 -2.625 -0.435
C32 2.940 0.243 -6.469
C33 -1.115 -3.376 3.796
C34 4.029 -0.299 -4.394
C35 -4.157 -2.313 5.425
C36 -1.348 2.210 2.239
C37 0.871 4.128 3.010
C38 1.720 -0.875 -4.724
C39 2.971 2.648 0.439
C40 -3.030 -4.518 5.627
C41 -0.366 -1.879 2.077
C42 3.089 2.612 -0.940
C43 1.764 -0.322 -5.998
C44 -6.315 1.741 3.626
C45 2.457 -2.925 2.431
C46 5.405 -2.945 -2.836
C47 2.897 1.453 1.153
C48 -2.432 -2.939 3.735
H1 0.792 -1.291 -4.353
H2 2.885 -0.685 1.034
H3 3.127 1.398 -2.700
H4 2.852 1.472 2.235
H5 -3.857 -4.861 6.252
H6 -5.997 0.728 3.883
H7 1.292 3.168 3.305
H8 -6.073 2.836 6.085
H9 -1.588 2.304 -1.340
H10 -4.414 3.429 5.963
H11 -4.735 1.696 5.870
H12 0.879 4.181 1.923
H13 -5.052 -3.418 3.052
H14 -3.398 -1.827 6.040
H15 -1.363 4.579 5.594
H16 4.919 -0.285 -3.775
H17 2.683 -3.953 4.830
H18 -6.498 1.787 2.551
H19 0.937 -5.087 1.707
H20 7.190 -3.906 -3.534
H21 3.367 -3.494 2.638
H22 -1.104 5.733 2.013
H23 -4.474 0.843 2.182
H24 -0.110 3.343 5.467
H25 4.891 -3.076 -3.783
H26 2.975 0.673 -7.462
H27 -3.719 -1.574 2.667
H28 -5.123 4.957 4.023
H29 -2.613 -5.389 5.118
H30 -3.023 4.198 4.374
H31 -0.323 6.477 3.418
H32 2.274 -2.943 1.357
H33 -5.444 -4.498 4.393
H34 1.002 -4.043 5.340
H35 -0.589 2.350 -2.817
H36 -0.006 3.059 -1.269
H37 -4.952 -2.677 6.080
H38 2.152 -5.536 2.913
H39 -0.875 -4.155 4.504
H40 2.627 -1.898 2.749
H41 -2.008 5.951 3.514
H42 7.271 -2.501 0.506
H43 -4.586 -1.560 4.762
H44 4.992 0.697 -6.030
H45 -7.261 1.933 4.135
H46 1.511 4.923 3.402
H47 -6.773 4.351 4.181
H48 -4.219 -4.967 3.202
H49 4.977 -1.668 0.269
H50 2.940 3.592 0.965
H51 -5.940 4.263 2.620
H52 8.395 -3.617 -1.392
H53 -2.265 -4.099 6.284
H54 0.878 -0.329 -6.620
H55 0.323 5.058 5.417
H56 3.163 3.536 -1.498
H57 1.744 -2.468 5.042
H58 0.434 -5.560 3.331

F_max = 0.87 eV Å⁻¹
net charge = 0
frontier orbital gap (spin up / spin down) = 8.11 / 8.21 eV
molar mass = 934.7 Da
relative energy (zero: lowest compared OMol25 entry of this formula, charge and spin) = 0.0 kJ/mol
2S+1 = 3
electronic energy = -154432.5308 eV



# 4
Density functional theory data (the ωB97M-V functional and the def2-TZVPD basis) for a cluster of 2 separate species, C14H24FNO5PS in total in a non-equilibrium geometry.

CARTESIAN COORDINATES (ANGSTROEM)
S1 -5.104 -1.317 4.604
P1 -3.759 -0.543 5.766
F1 -3.446 -0.226 2.297
O1 -1.380 0.183 1.712
O2 -0.277 1.124 5.416
O3 -1.159 -0.796 6.066
O4 2.415 2.019 -2.562
O5 0.749 -0.074 7.039
N1 1.542 1.043 -3.069
C1 0.360 -0.861 -1.947
C2 2.241 0.031 -3.824
C3 2.857 0.713 -5.044
C4 -0.851 1.187 -2.731
C5 -2.055 -0.246 5.050
C6 0.471 0.658 -2.142
C7 -1.680 -0.944 3.770
C8 -2.144 -0.289 2.501
C9 0.635 1.265 -0.757
C10 -0.143 0.057 6.273
C11 0.406 -1.681 -3.240
C12 1.225 -0.995 -4.342
C13 3.372 -0.684 -3.061
C14 -1.655 1.234 5.153
H1 -0.207 0.981 -0.123
H2 -0.612 -0.886 3.699
H3 -1.930 -1.988 3.804
H4 3.877 -1.413 -3.708
H5 0.545 -0.481 -5.029
H6 -1.711 0.956 -2.082
H7 0.668 2.352 -0.797
H8 1.733 -1.757 -4.944
H9 2.097 1.284 -5.579
H10 -3.592 -1.334 6.915
H11 0.835 -2.663 -3.015
H12 4.115 0.039 -2.726
H13 -1.048 0.757 -3.714
H14 1.176 -1.189 -1.297
H15 -0.795 2.270 -2.846
H16 3.008 -1.222 -2.183
H17 -2.153 1.695 5.988
H18 -4.125 0.720 6.267
H19 -1.816 1.711 4.202
H20 3.652 1.396 -4.749
H21 3.278 -0.031 -5.732
H22 -0.607 -1.876 -3.605
H23 -0.561 -1.094 -1.397
H24 1.552 0.918 -0.277

F_max = 2.06 eV Å⁻¹
net charge = -1
frontier orbital gap = 2.73 eV
molar mass = 368.4 Da
electronic energy = -49474.6571 eV